1.
Computed, not measured: a molecular structure, C15H43O8Zr in a non-equilibrium geometry, with ωB97M-V with the def2-TZVPD basis set.

The expectation value of S² is 0.751. The HOMO energy (alpha / beta) is -5.64 / -9.22 eV. As for the spin multiplicity: 2. Its LUMO energy (alpha / beta) is 0.305 / 0.154 eV. The value obtained for the HOMO-LUMO gap (alpha / beta) is 5.9 / 9.4 eV.

XYZ file:
```
67
C15H43O8Zr (ωB97M-V with the def2-TZVPD basis set)
Zr 1.030 -0.576 -2.728
O -0.098 0.878 -3.749
H 0.230 1.111 -4.639
O -0.890 -1.438 -2.858
H -1.224 -2.324 -2.619
O 0.452 0.161 -0.910
H 0.329 0.755 -0.143
C 2.367 2.609 0.380
C 2.538 3.901 1.124
C 2.794 3.623 2.550
O 3.481 4.732 0.521
H 3.349 2.227 0.100
H 1.854 2.774 -0.567
H 1.893 1.838 0.988
H 1.554 4.372 1.128
H 2.714 4.484 3.213
H 3.827 3.304 2.691
H 2.135 2.859 2.962
H 3.868 5.373 1.121
C -2.788 -0.199 0.729
C -3.731 -0.623 -0.366
C -5.039 -1.176 0.230
O -3.971 0.402 -1.207
H -3.295 0.588 1.288
H -1.868 0.263 0.372
H -2.566 -1.010 1.422
H -3.270 -1.338 -1.048
H -4.926 -1.635 1.212
H -5.486 -1.887 -0.465
H -5.772 -0.392 0.421
H -4.221 1.165 -0.681
C -0.837 3.689 -1.725
C -2.121 2.941 -1.414
C -2.808 3.513 -0.139
O -2.995 2.969 -2.540
H -0.134 3.966 -0.940
H -1.078 4.617 -2.244
H -0.327 3.092 -2.481
H -1.849 1.893 -1.289
H -3.057 4.574 -0.118
H -2.182 3.453 0.751
H -3.758 3.007 0.033
H -3.511 3.778 -2.544
C 3.462 -3.712 -1.821
C 1.924 -3.701 -1.976
C 1.283 -4.634 -0.956
O 1.569 -2.410 -1.495
H 3.790 -3.644 -0.783
H 4.095 -2.893 -2.165
H 3.821 -4.570 -2.389
H 1.577 -3.921 -2.986
H 1.454 -5.651 -1.311
H 0.196 -4.556 -0.939
H 1.789 -4.681 0.008
H 1.742 -2.511 -0.556
C 1.071 -3.596 3.210
C 0.868 -2.620 2.102
C 0.666 -1.205 2.640
O 2.087 -2.481 1.365
H 2.025 -3.540 3.735
H 1.073 -4.611 2.813
H 0.259 -3.611 3.937
H 0.083 -2.987 1.440
H 1.566 -0.788 3.092
H -0.113 -1.155 3.401
H 0.288 -0.557 1.850
H 2.811 -2.276 1.961
```


2.
Computed, not measured: a molecular structure, C15H44AuGeN2O2SbSeSi3, with ωB97M-V with the def2-TZVPD basis set.

The HOMO energy is -7.56 eV. Its LUMO energy is 0.151 eV. The value obtained for the HOMO-LUMO gap is 7.7 eV.

XYZ file:
```
70
C15H44AuGeN2O2SbSeSi3 (ωB97M-V with the def2-TZVPD basis set)
Au 0.988 1.630 -1.365
N 0.991 3.597 -2.624
N 0.009 4.489 -2.167
C -1.062 4.087 -1.297
O -1.981 4.905 -1.220
O -0.915 2.974 -0.713
H 1.895 4.050 -2.586
H 0.813 3.300 -3.577
H -0.251 5.226 -2.800
C -0.576 2.022 5.060
Ge 0.981 0.921 4.668
C 2.129 0.855 6.241
C 0.413 -0.871 4.137
C 1.956 1.611 3.116
Se 0.728 2.041 1.650
C 0.636 3.955 1.980
H -1.271 1.462 5.690
H -1.088 2.295 4.135
H -0.292 2.934 5.590
H 1.564 0.456 7.088
H 2.468 1.861 6.501
H 3.003 0.222 6.079
H -0.358 -1.274 4.798
H 1.263 -1.558 4.127
H 0.002 -0.815 3.124
H 2.638 0.840 2.755
H 2.544 2.502 3.328
H 0.291 4.129 2.998
H -0.082 4.367 1.272
H 1.616 4.397 1.832
C -3.555 -0.185 -0.813
Si -2.251 -1.283 -0.094
C -2.090 -1.042 1.731
C -2.570 -3.075 -0.479
Sb -0.117 -0.692 -1.344
Si -0.819 -0.886 -3.789
C 0.768 -0.693 -4.762
C -1.613 -2.519 -4.228
C -1.970 0.544 -4.129
Si 1.751 -2.392 -0.980
C 2.193 -2.188 0.824
C 1.343 -4.159 -1.383
C 3.151 -1.802 -2.055
H -4.492 -0.299 -0.259
H -3.740 -0.437 -1.862
H -3.248 0.866 -0.761
H -3.072 -1.189 2.191
H -1.739 -0.034 1.975
H -1.393 -1.765 2.165
H -3.422 -3.435 0.110
H -1.699 -3.692 -0.232
H -2.798 -3.220 -1.540
H 1.212 -1.671 -4.982
H 1.501 -0.108 -4.199
H 0.585 -0.183 -5.714
H -1.189 -3.340 -3.642
H -1.444 -2.737 -5.288
H -2.693 -2.501 -4.053
H -1.828 1.344 -3.395
H -3.018 0.235 -4.085
H -1.782 0.957 -5.125
H 1.534 -2.780 1.469
H 2.091 -1.137 1.112
H 3.227 -2.494 1.017
H 0.628 -4.581 -0.669
H 2.259 -4.761 -1.345
H 0.917 -4.251 -2.387
H 3.148 -0.710 -2.111
H 3.068 -2.196 -3.073
H 4.113 -2.121 -1.639
```


3.
Computed, not measured: 7 unconnected molecules or ions with the total composition C15H44N4O7 in a non-equilibrium geometry, with ωB97M-V with the def2-TZVPD basis set.

The HOMO energy is -8.64 eV. Its SMILES is NC(N)=O.NC(N)=O.CC(C)O.CC(C)O.CC(C)O.CC(C)O.CO. Its LUMO energy is 0.422 eV. The value obtained for the HOMO-LUMO gap is 9.1 eV.

XYZ file:
```
70
C15H44N4O7 (ωB97M-V with the def2-TZVPD basis set)
N -0.680 -1.707 0.183
C -1.337 -0.880 0.899
N -0.725 0.174 1.162
O -2.644 -1.052 1.248
H -1.045 -2.633 -0.048
H 0.311 -1.508 -0.068
H -1.212 1.000 1.406
H 0.324 0.148 1.390
N 0.321 0.902 -1.432
C 1.166 0.020 -1.831
N 1.347 0.037 -3.155
O 1.776 -0.889 -1.048
H 0.019 0.746 -0.420
H 0.076 1.680 -2.034
H 1.572 -0.943 -3.505
H 0.908 0.650 -3.839
C -3.084 1.390 -1.657
C -2.810 0.081 -2.303
C -4.003 -0.420 -3.112
O -1.759 0.101 -2.953
H -3.485 1.313 -0.644
H -3.990 1.713 -2.194
H -2.341 2.134 -1.758
H -2.871 -0.706 -1.493
H -5.006 -0.467 -2.534
H -3.866 -1.467 -3.430
H -4.226 0.245 -3.873
H -0.996 0.169 -2.330
C 1.350 -0.278 3.769
C 2.199 -0.736 2.597
C 1.927 -2.153 2.351
O 2.024 -0.050 1.581
H 1.370 -0.902 4.660
H 0.282 -0.300 3.428
H 1.724 0.675 4.172
H 3.306 -0.681 2.810
H 2.496 -2.820 2.983
H 2.124 -2.628 1.372
H 0.901 -2.422 2.652
H 2.799 0.035 1.019
C 0.469 4.117 1.565
C 1.425 3.243 2.412
C 2.623 4.116 2.786
O 1.063 2.801 3.547
H 0.983 4.950 1.163
H -0.286 4.427 2.256
H 0.013 3.522 0.734
H 1.717 2.397 1.838
H 2.329 5.068 3.238
H 3.147 4.564 1.974
H 3.440 3.612 3.359
H 0.264 2.287 3.409
C 1.933 -3.948 -2.033
C 1.651 -3.827 -3.516
C 0.122 -3.876 -3.678
O 2.012 -2.695 -3.932
H 3.052 -4.045 -1.863
H 1.598 -4.918 -1.731
H 1.364 -3.173 -1.464
H 2.150 -4.626 -4.116
H -0.392 -3.082 -3.164
H -0.363 -4.706 -3.224
H -0.103 -3.874 -4.743
H 2.962 -2.726 -3.880
C -3.007 1.828 2.679
O -2.197 2.503 1.747
H -3.925 1.465 2.234
H -3.337 2.589 3.454
H -2.443 1.010 3.164
H -2.498 3.447 1.744
```


Copy entry 3 word for word.
Computed, not measured: 7 unconnected molecules or ions with the total composition C15H44N4O7 in a non-equilibrium geometry, with ωB97M-V with the def2-TZVPD basis set.

The HOMO energy is -8.64 eV. Its SMILES is NC(N)=O.NC(N)=O.CC(C)O.CC(C)O.CC(C)O.CC(C)O.CO. Its LUMO energy is 0.422 eV. The value obtained for the HOMO-LUMO gap is 9.1 eV.

XYZ file:
```
70
C15H44N4O7 (ωB97M-V with the def2-TZVPD basis set)
N -0.680 -1.707 0.183
C -1.337 -0.880 0.899
N -0.725 0.174 1.162
O -2.644 -1.052 1.248
H -1.045 -2.633 -0.048
H 0.311 -1.508 -0.068
H -1.212 1.000 1.406
H 0.324 0.148 1.390
N 0.321 0.902 -1.432
C 1.166 0.020 -1.831
N 1.347 0.037 -3.155
O 1.776 -0.889 -1.048
H 0.019 0.746 -0.420
H 0.076 1.680 -2.034
H 1.572 -0.943 -3.505
H 0.908 0.650 -3.839
C -3.084 1.390 -1.657
C -2.810 0.081 -2.303
C -4.003 -0.420 -3.112
O -1.759 0.101 -2.953
H -3.485 1.313 -0.644
H -3.990 1.713 -2.194
H -2.341 2.134 -1.758
H -2.871 -0.706 -1.493
H -5.006 -0.467 -2.534
H -3.866 -1.467 -3.430
H -4.226 0.245 -3.873
H -0.996 0.169 -2.330
C 1.350 -0.278 3.769
C 2.199 -0.736 2.597
C 1.927 -2.153 2.351
O 2.024 -0.050 1.581
H 1.370 -0.902 4.660
H 0.282 -0.300 3.428
H 1.724 0.675 4.172
H 3.306 -0.681 2.810
H 2.496 -2.820 2.983
H 2.124 -2.628 1.372
H 0.901 -2.422 2.652
H 2.799 0.035 1.019
C 0.469 4.117 1.565
C 1.425 3.243 2.412
C 2.623 4.116 2.786
O 1.063 2.801 3.547
H 0.983 4.950 1.163
H -0.286 4.427 2.256
H 0.013 3.522 0.734
H 1.717 2.397 1.838
H 2.329 5.068 3.238
H 3.147 4.564 1.974
H 3.440 3.612 3.359
H 0.264 2.287 3.409
C 1.933 -3.948 -2.033
C 1.651 -3.827 -3.516
C 0.122 -3.876 -3.678
O 2.012 -2.695 -3.932
H 3.052 -4.045 -1.863
H 1.598 -4.918 -1.731
H 1.364 -3.173 -1.464
H 2.150 -4.626 -4.116
H -0.392 -3.082 -3.164
H -0.363 -4.706 -3.224
H -0.103 -3.874 -4.743
H 2.962 -2.726 -3.880
C -3.007 1.828 2.679
O -2.197 2.503 1.747
H -3.925 1.465 2.234
H -3.337 2.589 3.454
H -2.443 1.010 3.164
H -2.498 3.447 1.744
```


Number 2 is which compound?
C15H44AuGeN2O2SbSeSi3